The following is a DFT calculation (ωB97M-V with the def2-TZVPD basis set) of a cluster of 17 separate species, C74H125F3O50 in total in a non-equilibrium geometry.

Element x y z (Å)
C1 2.41 1.97 1.72
O1 1.74 0.73 2.03
C2 0.36 0.84 2.29
C3 -0.55 0.55 1.13
O2 -0.18 -0.60 0.38
C4 -1.27 -1.11 -0.34
C5 -0.92 -2.38 -1.05
O3 0.20 -2.32 -1.97
C6 -0.15 -1.68 -3.19
H1 1.87 2.56 0.99
H2 3.38 1.71 1.30
H3 2.63 2.65 2.55
H4 0.04 1.80 2.71
H5 0.12 0.08 3.03
H6 -0.42 1.38 0.44
H7 -1.60 0.66 1.41
H8 -1.62 -0.36 -1.04
H9 -2.11 -1.33 0.32
H10 -1.78 -2.86 -1.52
H11 -0.65 -3.11 -0.29
H12 0.68 -1.78 -3.87
H13 -0.36 -0.62 -3.03
H14 -1.04 -2.07 -3.70
C7 -2.22 0.63 5.45
O4 -2.39 0.32 4.09
C8 -3.71 0.52 3.62
C9 -4.51 1.77 3.94
O5 -4.62 2.19 5.30
C10 -5.11 3.52 5.52
C11 -5.76 3.61 6.95
O6 -4.84 3.71 8.02
C12 -4.15 2.49 8.17
H15 -2.34 1.71 5.58
H16 -1.19 0.42 5.72
H17 -2.87 0.18 6.19
H18 -4.29 -0.37 3.90
H19 -3.59 0.52 2.54
H20 -5.54 1.51 3.70
H21 -4.07 2.58 3.37
H22 -5.94 3.69 4.83
H23 -4.32 4.27 5.44
H24 -6.52 2.86 7.14
H25 -6.29 4.55 6.76
H26 -3.39 2.45 7.39
H27 -4.85 1.67 8.05
H28 -3.70 2.41 9.16
C13 10.05 -1.40 2.29
O7 8.98 -0.53 2.84
C14 7.73 -0.77 2.26
C15 6.69 0.20 2.94
O8 6.84 1.59 2.60
C16 6.51 1.88 1.26
C17 6.33 3.39 0.91
O9 7.57 4.00 1.22
C18 7.43 5.40 1.39
H29 10.36 -1.04 1.31
H30 9.84 -2.46 2.38
H31 10.92 -1.30 2.94
H32 7.37 -1.77 2.48
H33 7.82 -0.51 1.20
H34 6.86 0.03 4.01
H35 5.68 -0.19 2.82
H36 5.65 1.29 0.95
H37 7.32 1.51 0.62
H38 5.39 3.85 1.22
H39 6.20 3.44 -0.17
H40 6.74 5.96 0.76
H41 8.39 5.84 1.12
H42 7.12 5.72 2.38
C19 1.96 1.45 -2.16
C20 1.68 2.78 -2.93
O10 1.25 2.38 -4.24
C21 0.17 2.77 -4.81
O11 -0.38 3.83 -4.44
C22 -0.33 1.91 -5.99
F1 -0.74 2.73 -6.99
F2 0.66 1.07 -6.40
F3 -1.38 1.19 -5.58
H43 2.63 1.71 -1.34
H44 2.51 0.68 -2.70
H45 1.08 0.98 -1.72
H46 2.57 3.41 -3.00
H47 0.87 3.28 -2.40
C23 3.47 8.97 2.08
C24 2.91 7.76 1.21
C25 3.76 6.58 0.88
O12 3.04 5.51 1.38
C26 1.99 5.91 2.11
O13 1.14 5.24 2.71
O14 1.92 7.25 2.02
H48 2.89 9.89 2.02
H49 4.49 9.22 1.78
H50 3.47 8.63 3.11
H51 2.48 8.25 0.34
H52 4.74 6.61 1.37
H53 3.90 6.44 -0.19
C27 0.83 -2.72 4.30
C28 2.19 -2.32 4.97
C29 3.45 -2.55 4.13
O15 4.18 -1.37 4.42
C30 3.29 -0.41 4.88
O16 3.46 0.79 4.86
O17 2.10 -0.96 5.15
H54 0.83 -3.80 4.09
H55 0.82 -2.33 3.28
H56 -0.10 -2.52 4.83
H57 2.35 -2.78 5.95
H58 3.29 -2.59 3.05
H59 3.94 -3.45 4.49
C31 -0.32 -8.45 -1.45
C32 -1.21 -7.46 -0.70
C33 -0.96 -6.03 -1.14
O18 -2.30 -5.59 -1.37
C34 -3.20 -6.55 -1.32
O19 -4.42 -6.45 -1.63
O20 -2.55 -7.69 -1.16
H60 -0.77 -9.44 -1.36
H61 0.68 -8.36 -1.04
H62 -0.23 -8.16 -2.50
H63 -1.14 -7.64 0.37
H64 -0.29 -5.97 -2.00
H65 -0.62 -5.46 -0.28
C35 -2.43 2.44 -1.75
C36 -3.31 3.45 -2.51
C37 -3.40 3.19 -4.06
O21 -4.74 3.06 -4.31
C38 -5.45 3.13 -3.19
O22 -6.71 3.07 -3.10
O23 -4.63 3.27 -2.16
H66 -2.60 2.48 -0.67
H67 -1.35 2.45 -1.91
H68 -2.79 1.48 -2.13
H69 -3.11 4.51 -2.32
H70 -2.85 2.31 -4.40
H71 -3.00 4.09 -4.52
C39 -8.93 0.59 0.36
C40 -7.72 1.22 -0.31
C41 -7.16 2.45 0.42
O24 -5.80 2.14 0.49
C42 -5.58 0.86 0.13
O25 -4.43 0.32 0.11
O26 -6.65 0.28 -0.13
H72 -9.75 1.30 0.51
H73 -8.66 0.08 1.29
H74 -9.39 -0.16 -0.28
H75 -7.86 1.36 -1.38
H76 -7.47 2.49 1.47
H77 -7.44 3.42 0.01
C43 -1.96 4.57 3.04
C44 -2.98 5.44 2.30
C45 -4.02 4.74 1.43
O27 -5.29 5.00 2.06
C46 -5.09 5.85 3.12
O28 -6.01 6.31 3.80
O29 -3.75 6.02 3.32
H78 -2.41 3.92 3.79
H79 -1.23 5.18 3.57
H80 -1.40 3.91 2.38
H81 -2.49 6.27 1.79
H82 -3.77 3.68 1.39
H83 -4.00 5.12 0.40
C47 2.20 -2.38 -10.33
C48 2.00 -3.08 -8.95
C49 3.03 -2.48 -7.99
O30 2.22 -2.31 -6.87
C50 0.94 -2.48 -7.13
O31 0.08 -2.32 -6.31
O32 0.75 -2.77 -8.36
H84 1.56 -2.71 -11.15
H85 3.22 -2.57 -10.67
H86 2.23 -1.30 -10.17
H87 2.05 -4.16 -9.01
H88 3.54 -1.61 -8.42
H89 3.80 -3.23 -7.86
C51 -2.32 -4.09 2.23
C52 -3.67 -3.38 2.54
C53 -4.53 -2.97 1.37
O33 -5.47 -4.04 1.23
C54 -5.48 -4.74 2.33
O34 -6.38 -5.53 2.56
O35 -4.40 -4.39 3.15
H90 -1.54 -3.34 2.20
H91 -2.31 -4.57 1.26
H92 -2.08 -4.82 3.01
H93 -3.54 -2.59 3.27
H94 -3.88 -2.89 0.50
H95 -4.99 -2.00 1.56
C55 2.64 -3.91 0.35
C56 3.21 -2.82 -0.61
C57 2.93 -1.40 -0.17
O36 4.23 -0.89 -0.22
C58 5.16 -1.77 -0.43
O37 6.37 -1.53 -0.63
O38 4.61 -2.94 -0.53
H96 3.10 -4.15 1.30
H97 2.61 -4.84 -0.22
H98 1.56 -3.72 0.40
H99 2.95 -2.95 -1.66
H100 2.51 -1.29 0.83
H101 2.28 -0.87 -0.86
C59 5.91 2.62 6.39
C60 5.92 3.49 5.20
C61 4.53 3.79 4.66
O39 4.48 5.16 4.41
C62 5.45 5.82 5.06
O40 5.65 7.07 5.11
O41 6.29 4.85 5.56
H102 5.44 1.65 6.25
H103 5.29 3.10 7.14
H104 6.88 2.57 6.89
H105 6.62 3.10 4.46
H106 3.75 3.47 5.35
H107 4.29 3.22 3.76
C63 -2.95 -3.31 -6.30
C64 -2.04 -4.52 -5.85
C65 -1.62 -4.60 -4.39
O42 -1.80 -6.01 -4.15
C66 -2.55 -6.55 -5.05
O43 -2.97 -7.71 -5.02
O44 -2.73 -5.66 -6.07
H108 -3.94 -3.32 -5.83
H109 -3.04 -3.28 -7.39
H110 -2.54 -2.38 -5.92
H111 -1.18 -4.53 -6.51
H112 -2.27 -3.94 -3.82
H113 -0.62 -4.19 -4.28
C67 -7.48 -2.54 -3.38
C68 -6.26 -2.31 -2.46
C69 -5.17 -3.41 -2.42
O45 -4.00 -2.67 -2.50
C70 -4.24 -1.46 -3.08
O46 -3.35 -0.73 -3.50
O47 -5.59 -1.26 -3.12
H114 -7.86 -1.64 -3.87
H115 -8.37 -2.87 -2.83
H116 -7.33 -3.30 -4.15
H117 -6.56 -2.06 -1.44
H118 -5.27 -4.12 -3.24
H119 -5.25 -4.02 -1.52
C71 4.48 -1.81 -4.40
C72 4.42 -3.34 -4.64
C73 5.50 -4.17 -3.94
O48 4.80 -5.16 -3.28
C74 3.46 -5.04 -3.47
O49 2.58 -5.77 -2.97
O50 3.22 -3.95 -4.20
H120 3.59 -1.54 -3.83
H121 4.33 -1.24 -5.32
H122 5.39 -1.50 -3.87
H123 4.51 -3.50 -5.71
H124 6.02 -3.52 -3.23
H125 6.21 -4.63 -4.63

LUMO energy (eV): -0.17
Spin multiplicity: 1
E_HOMO (hartree): -0.348
Kohn-Sham gap (eV): 9.3
Charge: 0